{"formula": "C44H129N11O15", "method": "ωB97M-V/def2-TZVPD", "elements": ["O", "H", "H", "O", "H", "H", "O", "H", "H", "O", "H", "H", "C", "C", "C", "O", "C", "N", "H", "H", "H", "H", "H", "H", "H", "H", "H", "H", "H", "C", "C", "C", "O", "C", "N", "H", "H", "H", "H", "H", "H", "H", "H", "H", "H", "H", "C", "C", "C", "O", "C", "N", "H", "H", "H", "H", "H", "H", "H", "H", "H", "H", "H", "C", "C", "C", "O", "C", "N", "H", "H", "H", "H", "H", "H", "H", "H", "H", "H", "H", "C", "C", "C", "O", "C", "N", "H", "H", "H", "H", "H", "H", "H", "H", "H", "H", "H", "C", "C", "C", "O", "C", "N", "H", "H", "H", "H", "H", "H", "H", "H", "H", "H", "H", "C", "C", "C", "O", "C", "N", "H", "H", "H", "H", "H", "H", "H", "H", "H", "H", "H", "C", "C", "C", "O", "C", "N", "H", "H", "H", "H", "H", "H", "H", "H", "H", "H", "H", "C", "C", "C", "O", "C", "N", "H", "H", "H", "H", "H", "H", "H", "H", "H", "H", "H", "C", "C", "C", "O", "C", "N", "H", "H", "H", "H", "H", "H", "H", "H", "H", "H", "H", "C", "C", "C", "O", "C", "N", "H", "H", "H", "H", "H", "H", "H", "H", "H", "H", "H"], "xyz": [[7.0244, 15.5936, -5.3677], [7.0314, 14.8352, -5.9841], [6.4691, 16.2635, -5.7988], [7.8637, 13.4212, -6.8818], [8.3225, 13.4143, -6.0239], [8.2950, 14.1337, -7.4087], [9.1206, 15.9818, -3.5980], [9.6420, 15.2230, -3.8952], [8.3626, 16.0026, -4.2212], [12.5929, 17.8149, -10.1256], [12.5252, 18.6556, -9.6466], [13.3183, 17.9454, -10.7487], [14.2541, 11.2503, -11.6638], [13.7939, 11.8536, -10.3374], [13.2575, 13.2833, -10.4117], [12.2660, 13.4212, -11.4197], [11.6045, 14.6472, -11.3099], [13.0070, 10.9068, -9.5206], [14.5243, 10.2062, -11.5157], [15.1352, 11.7743, -12.0352], [13.4538, 11.3003, -12.4032], [14.7018, 12.0077, -9.7416], [14.1112, 13.9460, -10.5956], [12.8002, 13.5010, -9.4414], [11.0491, 14.8169, -10.3856], [11.0519, 14.8194, -12.2301], [12.2852, 15.5109, -11.3303], [12.8892, 11.4477, -8.6606], [12.0633, 10.7794, -9.8794], [8.7438, 13.8365, -16.4027], [8.3561, 15.1962, -15.8005], [9.1392, 15.5601, -14.5554], [8.5940, 16.7562, -14.0458], [9.2112, 17.1092, -12.8165], [8.4463, 16.2507, -16.8209], [8.1046, 13.4948, -17.2094], [8.6264, 13.1280, -15.5739], [9.7968, 13.8190, -16.6881], [7.2957, 15.0823, -15.5555], [10.2017, 15.6254, -14.8454], [9.1612, 14.7395, -13.8250], [8.5684, 17.8388, -12.3227], [10.2056, 17.5075, -13.0336], [9.2608, 16.2531, -12.1367], [7.7708, 16.9872, -16.6341], [9.3122, 16.7744, -16.6959], [14.9558, 14.4588, -2.8420], [15.9733, 13.3265, -2.8864], [17.3423, 13.9156, -2.4581], [18.5323, 13.2026, -2.7680], [18.7178, 12.0696, -1.9463], [15.5288, 12.2447, -2.0103], [13.9538, 14.0756, -2.6356], [14.8453, 14.9873, -3.7902], [15.0895, 15.1876, -2.0384], [16.1417, 12.9255, -3.8863], [17.3774, 14.2124, -1.4054], [17.3284, 14.8001, -3.1075], [19.6702, 11.6101, -2.2144], [18.0547, 11.2547, -2.2772], [18.4993, 12.1960, -0.8851], [15.9220, 11.3243, -2.1329], [15.6149, 12.3862, -1.0113], [11.7115, 22.5790, -6.5770], [11.9410, 21.4735, -7.5814], [10.5910, 21.0568, -8.2052], [10.8859, 20.1048, -9.2019], [9.8158, 19.9599, -10.1241], [12.8362, 21.9956, -8.6289], [12.5979, 22.7949, -5.9772], [11.0243, 22.2582, -5.7781], [11.2413, 23.5191, -6.8724], [12.4057, 20.6430, -7.0527], [10.0724, 21.9601, -8.5528], [9.9033, 20.6561, -7.4469], [9.6213, 20.9274, -10.5839], [8.9072, 19.6363, -9.5980], [9.9619, 19.1377, -10.8191], [12.7967, 21.3070, -9.3793], [12.4190, 22.8183, -9.0576], [15.9330, 14.2099, -9.3983], [15.9380, 13.3879, -8.1073], [17.4017, 13.1929, -7.7508], [18.1408, 12.5743, -8.7972], [19.5170, 12.6103, -8.5161], [15.2333, 14.1067, -7.0560], [14.9864, 14.5810, -9.7976], [16.4040, 13.6505, -10.2151], [16.5762, 15.0956, -9.3111], [15.5066, 12.4152, -8.3666], [17.5078, 12.5976, -6.8364], [17.8740, 14.1774, -7.6219], [19.8280, 13.5190, -7.9870], [20.0705, 12.6320, -9.4526], [19.8516, 11.7855, -7.8832], [15.8736, 14.8309, -6.7487], [14.3335, 14.4783, -7.3467], [11.9492, 17.3831, -6.0365], [11.2096, 16.3263, -6.8395], [9.8596, 16.7754, -7.3297], [9.0762, 15.7194, -7.8738], [8.5910, 15.9159, -9.1775], [12.1095, 15.9594, -7.9572], [11.4133, 17.6432, -5.1149], [12.0191, 18.3169, -6.6038], [12.9406, 17.1245, -5.6684], [11.1418, 15.3739, -6.3113], [9.9470, 17.6046, -8.0440], [9.3141, 17.2666, -6.5143], [7.6260, 16.4258, -9.3009], [8.5216, 14.9086, -9.6022], [9.2848, 16.4675, -9.8262], [12.1912, 16.7421, -8.6012], [11.7520, 15.1321, -8.4199], [4.0836, 17.9690, -6.3620], [5.1753, 17.8623, -7.4600], [4.9826, 18.7885, -8.6516], [5.9892, 18.5288, -9.6109], [5.8632, 19.3947, -10.7211], [6.4797, 18.0834, -6.8296], [3.6885, 18.9801, -6.2752], [4.4200, 17.5241, -5.4316], [3.2538, 17.3502, -6.7157], [5.1502, 16.8434, -7.8604], [5.0143, 19.8150, -8.2609], [4.0261, 18.5155, -9.1224], [6.1435, 20.4227, -10.4690], [4.8592, 19.3113, -11.1535], [6.5363, 19.0587, -11.5142], [6.5775, 19.0800, -6.6404], [7.2562, 17.8922, -7.4578], [3.4625, 15.8846, -14.6397], [3.2542, 16.2377, -13.1398], [4.6438, 16.4908, -12.5248], [5.4737, 15.3789, -12.7184], [6.7493, 15.6159, -12.1282], [2.5710, 17.5286, -13.1118], [2.5238, 15.5167, -15.0564], [4.1221, 15.0176, -14.6091], [3.8799, 16.7390, -15.1607], [2.8230, 15.3985, -12.5878], [4.3651, 16.6729, -11.4731], [5.0692, 17.4042, -12.9525], [6.6565, 15.8811, -11.0723], [7.2946, 16.3298, -12.7459], [7.2729, 14.6584, -12.1161], [2.2247, 17.7654, -12.1789], [1.6749, 17.4875, -13.5954], [12.4653, 11.7979, -0.6572], [11.1354, 12.4937, -0.4463], [10.9054, 13.8468, -1.1024], [12.0507, 14.6513, -0.9667], [11.9929, 15.8301, -1.7213], [10.0322, 11.5625, -0.7010], [12.5533, 10.9303, -0.0076], [13.2359, 12.5147, -0.3741], [12.5725, 11.5846, -1.7213], [11.0890, 12.7318, 0.6306], [10.0145, 14.3377, -0.6924], [10.6851, 13.7221, -2.1756], [11.8539, 15.5900, -2.7849], [12.8972, 16.4039, -1.5229], [11.1319, 16.4454, -1.4222], [9.2539, 11.7198, -0.0666], [10.2597, 10.5985, -0.4892], [8.6065, 11.8907, -11.0525], [7.9588, 10.5650, -10.6290], [7.3383, 10.7029, -9.2292], [6.6951, 9.4690, -8.9519], [5.9518, 9.4641, -7.7395], [6.9056, 10.2647, -11.6282], [9.6657, 11.9784, -10.7973], [8.0543, 12.8042, -10.8130], [8.6205, 11.9328, -12.1464], [8.7264, 9.7913, -10.6113], [6.5135, 11.4268, -9.2324], [8.1516, 10.9818, -8.5503], [6.5292, 8.9078, -6.9963], [5.0017, 8.9520, -7.8784], [5.8215, 10.4924, -7.3975], [6.6675, 9.2850, -11.5555], [6.1415, 10.8695, -11.3485], [13.3276, 10.6352, -5.1909], [12.2730, 11.6242, -5.7093], [11.7745, 12.6046, -4.6022], [10.5045, 13.1367, -4.9105], [9.4238, 12.3711, -4.4470], [12.7980, 12.2386, -6.9400], [14.3284, 11.0623, -5.3047], [13.2600, 9.6863, -5.7193], [13.2717, 10.4122, -4.1227], [11.4488, 10.9555, -5.9811], [12.4253, 13.4851, -4.5856], [11.8143, 12.0575, -3.6565], [9.5125, 12.0771, -3.3964], [9.3875, 11.4294, -5.0021], [8.4450, 12.8306, -4.5271], [12.3456, 13.1400, -7.0596], [13.7387, 12.5517, -6.6958]], "forces_ev_per_angstrom": [[-0.58, -0.24, -0.29], [0.04, 0.16, 0.22], [0.47, 0.25, 0.21], [0.03, 0.33, -0.21], [0.07, 0.04, -0.84], [0.00, -0.49, 0.71], [0.01, -0.06, -0.26], [-0.05, 0.09, 0.01], [0.24, -0.13, 0.25], [0.16, 0.52, -0.25], [-0.20, -0.04, -0.13], [-0.06, -0.10, 0.10], [-0.37, 0.24, 0.12], [0.60, -0.46, 0.24], [-0.48, -0.87, -0.84], [-0.13, -0.04, 0.33], [0.76, 1.05, -0.75], [0.02, 0.85, -0.35], [-0.01, 0.01, 0.09], [-0.07, 0.10, -0.16], [0.07, 0.00, -0.10], [-0.20, -0.35, -0.34], [-1.26, -0.35, -0.66], [0.17, 0.27, 0.17], [-0.50, -0.53, -0.05], [-0.67, -0.40, 0.21], [0.49, -0.17, 0.16], [-0.26, -0.78, 0.32], [0.10, 0.04, -0.32], [0.47, 0.08, 1.45], [-0.67, -0.32, -1.04], [0.20, -0.79, -0.62], [0.74, -0.05, 0.28], [0.08, 0.20, -0.39], [0.10, 0.72, 0.11], [-0.02, 0.36, -0.16], [0.10, -0.27, -0.22], [-0.04, -0.01, -0.25], [0.02, 0.27, 0.28], [0.03, 0.61, 0.03], [-0.54, 0.13, 0.21], [0.22, 0.27, -0.14], [0.07, 0.05, 0.35], [0.28, -0.04, -0.10], [-0.25, -0.30, 0.03], [0.19, -0.39, -0.20], [-1.10, -0.01, -0.28], [1.20, -0.51, 1.72], [-0.25, 0.65, -1.30], [-0.47, 0.01, 0.46], [-0.56, -1.41, -1.37], [-0.72, -0.95, 0.25], [0.13, -0.35, -0.06], [0.39, 0.14, -0.02], [0.52, -0.04, -0.04], [-0.39, 0.00, -0.10], [-0.33, 0.03, 0.08], [0.82, 0.25, 0.41], [0.44, 0.63, 0.65], [-0.30, 0.19, 0.14], [0.49, 0.42, 0.09], [0.23, 0.14, -0.68], [-0.02, 0.74, -0.11], [-0.56, -0.13, 2.12], [-0.83, 1.52, -0.61], [0.60, -0.05, 1.10], [-0.35, -0.22, -0.51], [-0.69, -0.29, 0.79], [-0.02, -0.82, -0.23], [0.27, 0.18, -0.52], [-0.07, -0.37, -0.25], [0.36, -0.08, -0.80], [0.09, -0.18, -0.25], [0.24, -0.04, -0.62], [0.14, -0.35, 0.01], [-0.06, -0.09, -0.44], [-0.12, 0.29, 0.21], [0.76, 0.28, -0.24], [0.35, 0.10, 0.00], [-0.02, 0.13, 0.30], [1.07, 0.58, -0.97], [0.01, 0.73, -1.67], [0.38, -0.18, 0.27], [-0.40, 0.13, 0.15], [0.52, 0.27, 0.02], [0.65, -0.89, 0.76], [0.72, 0.09, 1.22], [-0.14, -0.13, 0.05], [-0.01, -0.02, 0.37], [-0.05, 0.12, 0.81], [-0.03, 0.13, 0.15], [-0.26, 0.09, 0.45], [-0.30, 0.16, 0.02], [-0.07, -0.36, -0.11], [-0.12, -0.26, -0.11], [-0.57, 0.33, 0.12], [0.34, 0.37, -0.16], [-0.86, 0.70, 1.01], [1.70, -0.89, -0.85], [-0.81, 1.15, 0.74], [0.35, 0.48, -0.02], [0.22, -0.43, -1.05], [-0.09, -0.08, 0.47], [-0.27, -0.05, -0.17], [0.13, -0.08, -0.15], [0.07, -0.44, -0.55], [-0.53, 0.22, 0.62], [0.37, -0.28, -0.39], [-0.18, -0.47, 0.29], [-0.01, -0.04, 0.68], [-0.27, 0.14, -0.14], [0.23, -0.01, 0.30], [0.09, -0.56, -0.21], [-0.07, 0.29, -0.30], [-0.29, -0.48, -1.67], [0.42, -0.06, 0.42], [-0.51, -0.90, 0.25], [0.25, 0.32, 0.19], [0.18, -0.39, -0.46], [0.33, 0.25, -0.03], [0.24, 0.10, 0.40], [0.15, 0.33, 0.13], [-0.18, 0.13, 0.17], [0.20, -0.06, 0.13], [-0.15, 0.15, -0.44], [-0.19, 0.63, 0.13], [-0.31, 0.04, 0.06], [-0.05, 0.37, 0.15], [0.13, -0.12, 0.23], [-0.10, -0.10, 0.32], [-0.25, -0.21, -0.15], [-0.52, -1.07, 1.63], [1.47, 0.61, -1.77], [-1.39, -0.10, 0.02], [0.08, 0.18, 0.69], [-0.44, -0.78, -0.10], [-1.32, 0.17, 0.89], [-0.05, 0.38, -0.31], [0.28, 0.18, -0.52], [0.01, -0.05, -0.19], [-0.41, 0.08, -0.10], [0.87, 0.02, 0.29], [0.07, 0.01, -0.05], [-0.14, 0.44, -0.06], [-0.60, -0.25, 0.55], [0.09, -0.04, -0.30], [0.57, -0.08, 0.12], [0.34, -0.22, -0.47], [-0.17, 1.28, -0.45], [-0.45, -0.36, 2.26], [-0.01, -0.28, -1.29], [0.29, -0.33, 0.58], [-0.68, 0.26, 0.07], [-0.87, -0.12, -0.34], [-0.08, -0.20, -0.22], [0.16, -0.18, -0.18], [0.34, -0.41, 0.15], [0.32, 0.04, 0.01], [0.04, -0.02, 0.20], [0.06, -0.13, 0.00], [0.26, 0.19, -0.01], [0.06, -0.15, -0.23], [0.05, -0.05, -0.07], [-0.01, 0.44, -0.25], [0.58, 0.08, -0.20], [0.54, 0.08, -0.99], [-0.82, 1.19, -0.18], [0.02, -0.74, -0.86], [0.11, -0.30, 0.30], [0.87, -0.04, -0.13], [1.10, 0.03, 0.30], [-0.16, 0.16, 0.52], [-0.05, -0.20, 0.63], [-0.02, -0.33, -0.01], [-0.17, -0.16, -0.10], [0.52, 0.63, -0.04], [-0.36, -0.06, 0.49], [-0.10, 0.10, 0.22], [-0.09, 0.12, -0.16], [-0.30, -0.06, 0.17], [-0.54, 0.15, 0.16], [-0.46, -0.47, -0.33], [0.48, 0.32, 0.36], [-0.13, -0.84, 0.51], [0.76, -0.46, -1.26], [-0.62, 0.94, 0.30], [0.19, -1.76, 0.42], [0.07, 0.83, 1.07], [0.06, -0.12, -0.21], [0.20, 0.09, -0.17], [-0.43, 0.08, 0.00], [-0.39, 0.47, -0.05], [0.23, -0.22, 0.27], [-0.33, 0.33, 0.14], [0.25, 0.26, 0.14], [-0.21, -0.08, -0.14], [0.13, 0.60, -0.05], [-0.52, 0.04, -0.20], [0.17, -0.20, -0.12]], "orbital_gap_ev": 8.804, "fmax_ev_per_a": 2.38}